Record 1
Here is a structure of composition C4H2ClO2 from the Open Molecules 2025 dataset. Energies are from wB97M-V/def2-TZVPD.

XYZ file:
```
9
Properties=species:S:1:pos:R:3:nbo_charge:R:1
C -0.096 -1.571 1.726 -0.41
C -0.745 -1.482 0.518 0.49
C 0.650 -0.412 1.544 0.51
C -0.077 -0.089 0.199 -0.56
O -1.527 -2.293 -0.106 -0.71
O 1.304 0.285 2.295 -0.67
Cl -0.530 -2.597 2.999 -0.04
H 0.556 0.219 -0.601 0.19
H -0.795 0.675 0.416 0.19
```

Summary:
LUMO energy (eV): 3.80
HOMO (eV): -3.65
Spin multiplicity: 1
Energy above the lowest of the compared OMol25 structures with the same formula, charge and spin (eV): 0.4810
Charge: -1



Record 2
Here is a cluster of 3 separate species, C26H51INO3S in total from the Open Molecules 2025 dataset. Energies are from wB97M-V/def2-TZVPD.

XYZ file:
```
83
Properties=species:S:1:pos:R:3:mulliken_charge:R:1
C 4.912 2.056 -0.943 -0.49
O 4.666 1.477 -2.242 -0.37
C 3.316 1.758 -2.707 0.33
C 2.823 0.679 -3.823 -0.95
C 1.915 -0.432 -3.048 0.88
C 0.833 -1.148 -4.000 -0.95
C -0.576 -1.256 -3.245 -0.84
C -0.528 -2.102 -1.869 -0.43
C -1.695 -1.567 -0.874 -0.85
C -1.373 -1.658 0.678 -0.63
N -0.936 -0.435 1.420 0.48
S -1.789 -0.508 3.004 -0.13
C 0.521 -0.353 1.827 -1.09
C 1.599 -0.916 0.804 1.66
C 3.056 -0.738 1.523 -1.07
I 4.100 -2.646 1.750 0.11
C -1.354 0.904 0.880 -1.96
C -0.457 1.503 -0.290 1.96
C -1.001 2.944 -0.798 -0.41
C -2.137 3.730 -0.092 -0.16
C -2.573 5.105 -0.665 -0.55
C -1.895 5.694 -1.925 -0.38
C -0.732 4.929 -2.641 -0.64
C -0.330 3.558 -2.056 -0.01
H 5.739 1.434 -0.452 0.25
H 4.010 2.025 -0.234 0.09
H 5.280 3.136 -0.976 0.28
H 2.585 1.825 -1.815 -0.32
H 3.324 2.823 -3.164 0.34
H 2.205 1.268 -4.577 0.37
H 3.750 0.173 -4.258 0.36
H 1.333 0.154 -2.260 -0.96
H 2.575 -1.259 -2.610 0.41
H 0.684 -0.478 -4.931 0.34
H 1.213 -2.156 -4.372 0.29
H -0.999 -0.202 -3.133 0.39
H -1.292 -1.806 -3.970 0.39
H -0.797 -3.186 -2.172 0.47
H 0.502 -2.161 -1.391 0.15
H -2.579 -2.291 -1.066 0.51
H -2.040 -0.569 -1.291 0.51
H -2.339 -2.040 1.185 0.40
H -0.635 -2.537 0.821 0.37
H -1.331 -1.736 3.515 0.24
H 0.789 0.742 2.074 0.34
H 0.654 -0.916 2.826 0.41
H 1.598 -0.451 -0.235 -0.88
H 1.487 -2.056 0.663 0.22
H 2.926 -0.325 2.591 0.48
H 3.727 -0.058 0.904 0.26
H -1.455 1.644 1.756 0.70
H -2.424 0.780 0.463 0.58
H -0.427 0.852 -1.231 -0.86
H 0.643 1.693 -0.008 0.14
H -2.637 3.271 0.833 0.11
H -3.418 5.691 -0.179 0.36
H -2.224 6.696 -2.347 0.32
H -0.198 5.347 -3.552 0.36
H 0.499 2.969 -2.580 0.14
C -4.649 3.306 4.846 -1.31
C -4.708 4.144 3.579 0.31
C -6.144 4.452 3.186 -1.26
O -4.064 3.442 2.514 -0.48
H -5.153 2.344 4.702 0.33
H -3.611 3.083 5.110 0.30
H -5.119 3.824 5.684 0.41
H -4.160 5.078 3.730 0.27
H -6.700 3.530 2.984 0.35
H -6.172 5.045 2.268 0.31
H -6.659 5.004 3.975 0.39
H -4.542 2.613 2.372 0.28
C 3.720 -6.769 0.286 -0.95
C 2.672 -7.537 1.074 0.33
C 1.269 -7.232 0.573 -0.92
O 2.768 -7.191 2.454 -0.53
H 3.572 -5.689 0.390 0.05
H 4.722 -6.989 0.663 0.31
H 3.683 -7.025 -0.776 0.36
H 2.865 -8.610 0.994 0.30
H 1.037 -6.167 0.687 0.04
H 0.525 -7.782 1.156 0.32
H 1.158 -7.503 -0.480 0.36
H 2.599 -6.243 2.536 0.31
```

Summary:
LUMO energy (eV): -3.43
HOMO (eV): -11.16
Spin multiplicity: 1
Charge: +1



Record 3
Here is a structure of composition C18H16ClCoN2OTe from the Open Molecules 2025 dataset. Energies are from wB97M-V/def2-TZVPD.

XYZ file:
```
40
Properties=species:S:1:pos:R:3:nbo_charge:R:1
Co 0.443 -0.802 -0.344 1.03
Cl -6.653 -1.404 -0.958 0.03
C -4.934 -1.260 -1.113 -0.09
C -4.334 -1.456 -2.366 -0.14
C -2.974 -1.353 -2.517 -0.28
C -2.146 -1.050 -1.419 0.38
O -0.852 -0.972 -1.618 -0.74
C -2.758 -0.839 -0.162 -0.18
C -2.030 -0.459 1.003 0.19
N -0.749 -0.286 1.055 -0.56
C -0.087 0.121 2.248 0.10
C -0.649 0.437 3.453 -0.19
C 0.167 0.842 4.534 -0.18
C 1.521 0.942 4.400 -0.16
C 2.131 0.624 3.162 -0.10
C 3.523 0.712 2.922 -0.09
C 4.022 0.395 1.692 -0.26
C 3.136 -0.041 0.690 0.09
N 1.840 -0.138 0.880 -0.51
C 1.319 0.202 2.102 0.21
C -4.163 -0.953 -0.030 -0.16
H -4.960 -1.691 -3.217 0.24
H -2.511 -1.498 -3.483 0.24
H -2.622 -0.293 1.900 0.19
H -1.719 0.395 3.603 0.23
H -0.303 1.085 5.477 0.24
H 2.139 1.266 5.228 0.23
H 4.181 1.037 3.718 0.24
H 5.078 0.459 1.474 0.25
H 3.508 -0.317 -0.290 0.21
H -4.625 -0.788 0.935 0.23
C -0.204 -3.939 -1.959 -0.86
Te 0.940 -3.370 -0.277 0.58
C 2.830 -3.654 -1.197 -0.87
H -0.062 -5.003 -2.126 0.24
H 0.111 -3.353 -2.817 0.24
H -1.246 -3.729 -1.736 0.25
H 2.917 -3.005 -2.064 0.23
H 2.918 -4.696 -1.492 0.24
H 3.600 -3.420 -0.466 0.24
```

Summary:
LUMO energy (alpha / beta) (eV): -3.89 / -3.88
HOMO (alpha / beta) (eV): -10.80 / -10.91
Spin multiplicity: 2
Expectation value of S²: 0.77
Charge: +1



Table of maximum force (eV/Å), in record order: 4.877 4.658 0.429